12
Properties=species:S:1:pos:R:3 method="wB97M-V/def2-TZVPD" total_charge=0 homo_ev=-8.867 energy_ev=-26819.255 orbital_gap_ev=9.071 de_lowest_ev=2.5592 smiles="[H]/N=C(/NS)SC"
H 1.60 2.50 -0.36
N 0.56 2.33 -0.22
C 0.11 1.12 -0.45
N -1.22 0.78 0.03
S -2.40 -0.14 -0.75
S 1.14 -0.23 -1.14
C 0.86 -1.49 0.27
H -1.47 1.51 0.73
H -1.56 -1.42 -0.16
H -0.22 -1.98 0.29
H 0.95 -0.82 1.25
H 1.65 -2.15 0.52